A cluster of 10 separate species, C12H43N7O10 in total in a non-equilibrium geometry. Source: the OMol25 dataset; level of theory: ωB97M-V/def2-TZVPD.

Computed properties:
SMILES string: CC1(C)CCCC(C)(C)N1O.NC(N)=O.NC(N)=O.NC(N)=O.O.O.O.O.O.O
2S+1: 1

Structure (XYZ):
```
72
Properties=species:S:1:pos:R:3:forces:R:3
C -2.1562 3.7158 1.5422 -0.658 -0.331 -0.358
C -1.4461 2.3702 1.2932 0.119 0.424 0.365
C -0.6529 2.4081 0.0020 0.069 -0.427 -1.002
C -0.4457 2.1563 2.4378 -0.300 0.523 0.518
C -1.0448 1.5710 3.7133 0.116 -0.312 -0.120
C -1.7809 0.2821 3.3672 0.796 0.503 0.181
C -2.9267 0.5679 2.4016 -0.477 -0.996 -0.552
C -3.3953 -0.8302 1.9298 -1.031 0.595 0.187
C -4.1197 1.2980 3.0611 0.655 -0.144 0.899
N -2.3767 1.2419 1.2292 1.135 -0.623 -0.051
O -3.2720 1.3270 0.1522 -0.227 0.263 0.392
H -1.5377 4.5672 1.2647 0.103 -0.017 0.129
H -3.0586 3.7638 0.9212 0.107 0.181 -0.051
H -2.5003 3.8050 2.5728 0.212 0.122 0.079
H 0.1511 3.1451 -0.0195 -0.166 0.194 0.278
H -0.1794 1.4415 -0.1836 0.014 -0.005 0.227
H -1.2809 2.5542 -0.8806 -0.095 0.259 0.174
H 0.4081 1.5427 2.1389 -0.161 -0.142 -0.209
H -0.0514 3.1496 2.6758 0.199 -0.067 -0.130
H -0.1945 1.4255 4.3879 -0.257 -0.229 0.236
H -1.7621 2.2111 4.2369 0.210 0.364 -0.188
H -2.1338 -0.2061 4.2773 -0.290 -0.022 -0.113
H -1.0875 -0.4096 2.8790 -0.102 0.034 -0.058
H -3.5909 -1.4397 2.8156 0.321 -0.209 -0.084
H -2.7014 -1.2810 1.2273 0.187 -0.180 0.236
H -4.3734 -0.7453 1.4476 0.172 -0.017 -0.234
H -4.0219 1.2005 4.1489 -0.097 -0.027 -0.039
H -5.0689 0.8295 2.8145 -0.109 0.325 -0.295
H -4.0919 2.3713 2.8858 -0.319 -0.007 -0.269
H -3.9339 1.9951 0.3958 -0.094 -0.068 -0.150
N 1.6097 -0.6930 -2.1398 0.160 0.145 -0.225
C 2.5809 -0.1673 -1.3495 -0.070 -1.304 0.663
N 2.2276 -0.0708 -0.0357 0.813 0.593 -0.914
O 3.7364 0.0763 -1.7374 -0.643 0.774 -0.215
H 0.8189 -1.1715 -1.7491 -0.184 0.305 -0.088
H 1.7056 -0.6836 -3.1358 0.149 -0.128 -0.187
H 1.3680 -0.4503 0.3362 0.226 0.059 0.162
H 2.9303 0.3728 0.5325 -0.433 -0.326 0.357
N 0.1430 -3.8753 1.9971 -0.128 0.636 -0.388
C 0.4381 -2.5509 2.0527 0.487 -0.407 0.037
N 1.0806 -2.1152 3.1726 -0.166 -0.093 0.273
O 0.2051 -1.7988 1.1081 -0.059 0.147 -0.086
H 0.2666 -4.5112 2.7594 0.144 -0.053 -0.023
H -0.0529 -4.1994 1.0586 -0.289 -0.412 0.103
H 1.1996 -2.7057 3.9742 0.042 -0.021 -0.015
H 1.3209 -1.1468 3.2582 -0.112 0.086 -0.152
N -1.1683 -1.4802 -4.9490 0.418 -0.147 0.167
C -0.3995 -2.6137 -5.0496 -0.462 -0.576 -0.256
N 0.8488 -2.4138 -5.5834 -0.269 0.394 0.224
O -0.8433 -3.7190 -4.7367 0.309 0.512 -0.199
H -2.1464 -1.6151 -4.7750 0.024 0.058 0.198
H -0.8456 -0.6173 -5.3447 -0.105 0.037 -0.045
H 1.3300 -3.2254 -5.9209 0.164 -0.058 0.360
H 1.3364 -1.5243 -5.4443 -0.072 -0.536 -0.275
O 4.3859 1.0892 -4.2903 -0.328 -0.226 0.651
H 4.0368 0.7070 -3.4470 0.280 0.155 -0.036
H 5.3051 1.2494 -4.0613 0.140 0.020 -0.177
O -1.4475 -0.8497 -1.1066 0.242 -0.136 -0.074
H -0.7718 -0.8692 -0.4181 -0.211 -0.118 0.254
H -2.1288 -0.2931 -0.7149 -0.162 0.165 -0.085
O 2.0801 0.1091 -5.3576 0.263 0.300 0.038
H 1.9948 0.3594 -6.2826 0.022 0.068 0.017
H 2.9491 0.4763 -5.0756 -0.200 -0.121 -0.248
O 3.4399 0.5691 2.4648 0.131 -0.007 0.364
H 3.0947 0.6437 3.3598 0.037 0.159 -0.003
H 4.3562 0.2946 2.5835 -0.010 -0.034 -0.047
O -0.7134 -4.2946 -0.9182 0.197 -0.094 -0.155
H -0.5881 -3.3386 -0.9213 -0.243 0.132 -0.102
H -0.6784 -4.5548 -1.8530 -0.034 0.140 0.291
O 6.7617 1.6106 -1.3363 0.066 0.033 0.023
H 5.9856 1.4005 -0.8050 -0.139 -0.087 -0.203
H 6.8740 2.5619 -1.2548 -0.026 0.003 0.017
```
Positions in Å, forces in eV/Å.

A cluster of 16 separate species, H32O16 in total in a non-equilibrium geometry. Source: the OMol25 dataset; level of theory: ωB97M-V/def2-TZVPD.

Computed properties:
Relative energy (zero: lowest compared OMol25 entry of this formula, charge and spin) in kJ/mol: 900.3
2S+1: 1

Structure (XYZ):
```
48
Properties=species:S:1:pos:R:3:forces:R:3
O 4.1364 -2.4256 -0.6589 0.600 0.204 -2.265
H 4.2967 -2.4215 -1.6675 -0.631 -0.172 2.565
H 3.3743 -2.9942 -0.5020 -0.021 -0.106 -0.302
O -3.8139 0.1766 -1.4761 -0.255 1.612 3.722
H -4.0087 1.0511 -1.7852 0.125 0.150 -0.941
H -3.7416 -0.4915 -2.0807 -0.083 -1.808 -3.033
O 1.2466 4.0641 -2.3575 2.635 2.591 5.188
H 1.9870 4.7600 -2.3450 -1.632 -1.445 0.336
H 1.1591 3.9178 -3.2201 -0.854 -1.312 -5.684
O -0.8643 0.7887 5.2917 1.562 -0.886 0.011
H -1.7438 0.4174 5.3475 -0.118 -0.359 0.095
H -0.2061 0.0445 5.4185 -1.443 1.236 -0.171
O 0.7966 -4.5401 0.7581 -1.498 -3.307 -4.027
H 1.0480 -4.0572 1.4770 1.052 1.653 3.551
H 0.6712 -5.5130 0.8628 0.445 1.617 0.495
O -0.3133 2.3350 1.7542 0.554 3.001 -2.539
H -0.4995 1.7358 2.4106 -0.509 -2.568 1.919
H -0.0587 1.9474 0.9044 0.008 -0.408 0.710
O -2.5311 -3.7709 -2.8599 -0.002 0.716 -2.736
H -3.1574 -3.0113 -2.8291 0.659 -0.950 -0.506
H -2.1059 -3.8215 -3.8148 -1.430 0.435 3.077
O -0.2488 -4.3413 -1.9816 1.642 -2.440 -1.690
H -0.8711 -5.0460 -1.7701 -0.046 0.778 0.264
H -0.4404 -3.5556 -1.5364 -0.844 1.399 1.400
O 2.4816 2.3812 0.0124 0.186 0.651 0.123
H 3.0512 2.9400 0.6216 -0.990 -0.678 -1.592
H 2.0214 2.9011 -0.6880 0.755 -0.093 0.985
O 1.4329 -2.2018 1.7779 1.995 -4.568 -6.215
H 1.8127 -1.9368 0.8235 -1.688 0.465 3.356
H 1.2756 -1.6214 2.4194 -0.467 4.387 3.118
O -4.9237 0.8004 1.4011 -2.476 -3.574 -2.620
H -4.4704 1.3026 1.9882 1.942 3.039 1.984
H -5.2250 1.1822 0.5685 0.581 0.482 0.729
O -0.8584 0.5182 -2.3320 0.947 -2.979 -3.038
H -1.2452 -0.3339 -2.0565 -0.413 0.766 1.148
H -0.4504 0.0007 -3.1390 -0.420 2.374 1.606
O 1.1680 -0.9457 -0.6644 4.621 -0.748 0.426
H 1.7116 -0.2625 -1.0994 -1.365 -0.247 0.262
H 0.2582 -0.9566 -0.7184 -2.987 0.963 -0.475
O 4.2420 2.8029 2.2020 -2.761 2.351 0.776
H 4.3767 1.8677 2.0603 -0.812 -0.425 0.125
H 3.2486 3.0877 2.4533 3.452 -1.873 -0.632
O 0.1121 5.4881 -0.4271 -0.327 6.590 8.493
H 0.0977 4.9589 -1.0743 -0.220 -6.572 -7.822
H -0.5324 5.1906 0.2357 0.467 0.080 -0.408
O -1.7132 -1.0418 -0.1324 1.388 0.571 -3.042
H -1.9008 -1.3325 0.7008 -0.445 -1.455 3.569
H -2.5272 -0.6537 -0.4247 -0.879 0.863 -0.295
```
Positions in Å, forces in eV/Å.

A structure of composition C48H39Br2MgN3O5S2. Source: the OMol25 dataset; level of theory: ωB97M-V/def2-TZVPD.

Computed properties:
2S+1: 1

Structure (XYZ):
```
100
Properties=species:S:1:pos:R:3:forces:R:3
Mg -1.2665 -2.1152 -1.0872 -0.814 -0.184 -0.161
C -1.4242 1.3328 7.4041 -0.007 0.026 0.021
C -1.2409 0.8870 5.9806 0.020 -0.008 0.005
C 0.0285 0.5871 5.4868 0.035 -0.015 -0.017
C 0.2052 0.1520 4.1852 -0.141 0.022 0.070
C -0.9104 0.0223 3.3703 0.169 0.107 0.071
C -2.1863 0.2904 3.8376 0.040 -0.014 0.055
C -2.3408 0.7326 5.1432 -0.041 -0.010 -0.022
S -0.7167 -0.5601 1.7065 0.139 -0.416 -0.089
O 0.3734 -1.5772 1.6933 -0.181 0.272 0.006
C -0.1343 0.9602 0.9377 -0.048 0.029 0.109
C -1.1665 1.9123 0.7341 0.083 0.004 -0.030
C -0.8974 3.0801 0.0967 0.078 0.027 -0.029
C 0.4080 3.3477 -0.3997 -0.179 0.095 -0.008
C 0.6889 4.5333 -1.1210 0.007 -0.045 0.048
C 1.9384 4.7646 -1.6180 0.053 -0.030 0.018
C 2.9667 3.8203 -1.4093 -0.044 0.054 -0.039
C 2.7228 2.6714 -0.7151 -0.030 -0.029 -0.001
C 1.4316 2.4013 -0.1957 0.091 -0.108 -0.023
C 1.1413 1.1762 0.4944 0.059 0.018 -0.022
C 2.2763 0.2331 0.7302 -0.089 0.078 0.002
C 3.2004 0.5340 1.7705 -0.057 0.113 0.091
C 3.0251 1.6547 2.6298 -0.009 -0.047 -0.066
C 3.9148 1.9124 3.6285 0.094 -0.023 0.068
C 5.0340 1.0692 3.8306 -0.070 0.062 -0.018
C 5.2257 -0.0114 3.0248 -0.041 -0.014 -0.063
C 4.3157 -0.3074 1.9758 0.078 -0.076 0.013
C 4.4965 -1.4347 1.1411 -0.028 -0.014 -0.012
C 3.6012 -1.7211 0.1532 -0.008 0.113 0.150
C 2.4981 -0.8681 -0.0455 0.113 -0.208 -0.175
S 1.3666 -1.4173 -1.3436 0.045 -0.235 0.027
O 1.9254 -2.7026 -1.8327 -0.075 0.259 0.005
C 1.6643 -0.1632 -2.5610 0.185 -0.064 -0.037
C 2.8586 -0.1939 -3.2666 -0.028 0.139 0.015
C 3.1080 0.8024 -4.1939 0.003 -0.024 0.025
C 2.1787 1.8167 -4.4257 0.019 -0.020 -0.006
C 2.4511 2.8861 -5.4452 -0.001 0.030 -0.012
C 0.9812 1.8038 -3.7207 -0.023 0.007 -0.028
C 0.7131 0.8091 -2.7967 0.035 0.037 -0.020
H -0.4809 1.6553 7.8415 0.018 0.006 0.005
H -1.8139 0.5190 8.0179 -0.008 -0.021 -0.002
H -2.1318 2.1591 7.4694 -0.013 0.007 0.000
H 0.8902 0.6909 6.1350 0.010 0.008 0.014
H 1.1848 -0.1065 3.8065 0.036 -0.004 -0.022
H -3.0485 0.1340 3.1992 -0.028 0.007 -0.019
H -3.3340 0.9416 5.5213 -0.026 0.011 0.005
H -2.1691 1.6929 1.0841 -0.017 -0.017 0.031
H -1.6799 3.8125 -0.0604 -0.009 0.018 -0.008
H -0.1073 5.2515 -1.2702 -0.027 0.020 -0.011
H 2.1451 5.6728 -2.1681 0.010 0.016 -0.020
H 3.9534 4.0044 -1.8128 0.020 0.012 -0.004
H 3.5132 1.9466 -0.5755 0.008 -0.012 0.001
H 2.1675 2.3003 2.4919 -0.002 0.004 -0.008
H 3.7644 2.7667 4.2752 0.004 0.013 0.013
H 5.7340 1.2867 4.6258 0.008 0.008 0.022
H 6.0758 -0.6655 3.1713 0.017 -0.020 0.002
H 5.3489 -2.0810 1.3087 0.014 -0.007 0.008
H 3.6969 -2.5987 -0.4690 0.006 -0.014 -0.039
H 3.5726 -0.9873 -3.0892 0.015 -0.034 0.016
H 4.0400 0.7977 -4.7453 0.014 -0.001 -0.024
H 3.5132 2.9551 -5.6756 0.020 -0.009 0.003
H 2.1129 3.8610 -5.0928 -0.017 0.006 0.015
H 1.9226 2.6719 -6.3758 -0.012 -0.001 -0.014
H 0.2421 2.5742 -3.9027 -0.015 0.022 -0.012
H -0.2286 0.7973 -2.2695 -0.038 -0.033 0.047
C -2.8724 1.0292 -2.3837 -0.015 -0.097 -0.056
C -3.5821 0.4163 -1.2210 0.010 0.062 -0.039
C -4.7336 1.0688 -0.7113 0.102 0.036 -0.073
C -5.3764 0.5801 0.3778 -0.024 -0.067 0.099
C -4.8995 -0.5994 0.9965 -0.121 0.064 0.066
C -5.4881 -1.1928 2.1422 0.051 0.035 -0.072
Br -7.0091 -0.4060 2.9574 -0.026 0.017 0.017
C -4.9658 -2.3312 2.6787 0.065 -0.067 -0.020
C -3.8315 -2.9277 2.1051 -0.190 0.059 0.199
Br -3.1240 -4.4837 2.8995 0.039 -0.041 -0.006
C -3.1975 -2.4063 0.9925 0.055 0.231 -0.062
O -2.1328 -2.9050 0.4723 0.162 -0.192 -0.132
C -3.7633 -1.2031 0.4307 0.067 -0.007 -0.133
N -3.1142 -0.6845 -0.6683 0.110 -0.169 0.240
H -3.5858 1.5505 -3.0223 0.009 -0.006 -0.028
H -2.3371 0.2799 -2.9777 0.016 0.011 -0.015
H -2.1629 1.7758 -2.0162 0.007 0.029 0.007
H -5.0781 1.9678 -1.2040 -0.009 -0.004 -0.012
H -6.2485 1.0774 0.7798 -0.012 -0.006 0.003
H -5.4160 -2.7813 3.5519 0.000 -0.012 0.012
C -0.4596 -5.7932 -3.3160 -0.015 -0.064 0.015
C -0.7244 -4.4208 -2.7984 -0.004 0.319 -0.143
N -0.8930 -4.1443 -1.5632 0.129 -0.003 -0.020
O -0.8742 -5.2064 -0.6753 -0.063 0.070 0.006
C -0.8141 -3.2727 -3.7317 0.059 -0.368 0.197
C -0.4865 -3.4078 -5.1792 0.024 0.004 -0.065
N -1.1983 -2.1379 -3.2219 0.166 0.062 -0.053
O -1.3254 -1.1162 -4.0037 -0.065 0.177 0.081
H -0.7896 -6.5452 -2.6052 -0.006 0.011 0.016
H 0.6148 -5.9163 -3.4694 0.018 -0.001 0.000
H -0.9519 -5.9423 -4.2753 -0.003 -0.003 0.004
H -1.2984 -4.8102 0.1058 0.042 0.010 0.034
H 0.2796 -4.1648 -5.3434 0.014 -0.001 0.000
H -0.1380 -2.4420 -5.5433 0.012 -0.008 0.007
H -1.3614 -3.6780 -5.7778 -0.028 0.026 0.005
```
Positions in Å, forces in eV/Å.

no.,HOMO level (eV),molar mass (g/mol),Kohn-Sham gap (eV)
1,-8.544,445.5,8.450
2,-10.092,288.2,9.838
3,-7.170,986.1,6.989